--- P ---
DFT (ωB97M-V with the def2-TZVPD basis set) results for a molecular structure, C4H10N4O.

The geometry in XYZ format:
```
19
Properties=species:S:1:pos:R:3
C -2.911 -0.930 -0.308
C -2.075 0.411 0.002
C 0.368 1.028 -0.093
C 2.259 -0.622 -0.125
H -2.528 -1.826 0.343
H -2.676 -1.111 -1.349
H -4.052 -0.774 -0.219
H -2.032 0.904 -1.026
H -2.374 0.954 0.906
H 0.185 -1.861 0.762
H 1.117 -0.322 1.565
H 2.089 1.540 0.462
H 3.205 -0.777 0.482
H 0.957 -1.343 -1.182
N -0.558 -0.037 0.164
N -0.063 -0.813 1.208
N 1.564 0.591 0.184
N 1.813 -1.531 -0.853
O 0.120 2.226 -0.314
```

For the gap between HOMO and LUMO, the calculation gives 9.3 eV. Its molar mass is 130.2 g/mol. As for the total charge: 0.

=====

--- Q ---
DFT (ωB97M-V with the def2-TZVPD basis set) results for a single C4H10N4O molecule.

The geometry in XYZ format:
```
19
Properties=species:S:1:pos:R:3
C 0.165 2.432 -0.300
C -0.108 1.110 -0.954
N -0.986 1.192 -2.009
C 0.852 -0.305 -0.935
O 1.379 -0.893 -1.829
N 0.086 -0.326 0.098
C -0.272 -1.341 1.131
N 0.502 -1.181 2.328
N -0.153 -2.687 0.668
H 0.549 2.268 0.708
H 0.886 3.063 -0.817
H -0.704 3.086 -0.176
H -1.083 0.341 -2.550
H -1.807 1.782 -1.886
H -1.322 -1.152 1.388
H 1.479 -1.391 2.154
H 0.427 -0.236 2.682
H -0.700 -2.831 -0.172
H 0.811 -2.932 0.470
```

For the gap between HOMO and LUMO, the calculation gives 8.8 eV. Its molar mass is 130.2 g/mol. As for the total charge: 0. As for the structure (SMILES): C[C@@]1(N)C(=O)N1C(N)N.

=====

Name the most stable of them. Q.

=====

--- P ---
DFT (ωB97M-V with the def2-TZVPD basis set) results for a single C7H6N4O2 molecule.

The geometry in XYZ format:
```
19
Properties=species:S:1:pos:R:3
O -4.135 -1.970 0.314
C -4.118 -0.659 0.124
N -4.837 0.309 0.563
N -4.267 1.478 0.177
N -3.201 1.229 -0.480
N -2.975 -0.093 -0.601
O -1.571 -0.240 -1.566
C -0.458 0.020 -0.954
C 0.438 -1.033 -0.771
C 1.700 -0.753 -0.215
C 1.977 0.573 0.202
C 1.113 1.569 -0.070
C -0.126 1.332 -0.616
H -4.864 -2.341 0.943
H 0.217 -2.055 -1.123
H 2.333 -1.541 -0.210
H 2.994 0.984 0.667
H 1.415 2.699 0.178
H -0.856 1.967 -0.812
```

For the gap between HOMO and LUMO, the calculation gives 8.0 eV. Its molar mass is 178.2 g/mol. As for the total charge: 0. As for the structure (SMILES): Oc1nnnn1Oc1ccccc1.

=====

--- Q ---
DFT (ωB97M-V with the def2-TZVPD basis set) results for a single C7H6N4O2 molecule.

The geometry in XYZ format:
```
19
Properties=species:S:1:pos:R:3
O 4.313 0.914 0.331
N 3.426 0.000 -0.212
C 2.071 0.231 -0.035
N 1.243 -0.721 -0.119
C -0.145 -0.579 -0.060
C -0.936 -1.678 -0.030
C -2.375 -1.621 0.083
C -3.061 -0.471 0.046
C -2.274 0.746 0.019
N -2.621 2.053 0.054
O -1.429 2.671 -0.052
N -0.401 1.902 -0.078
C -0.837 0.659 -0.082
H 4.909 1.090 -0.428
H 3.729 -0.933 0.105
H 1.829 1.339 0.043
H -0.399 -2.590 0.050
H -2.897 -2.587 0.144
H -4.147 -0.427 0.222
```

For the gap between HOMO and LUMO, the calculation gives 8.1 eV. Its molar mass is 178.2 g/mol. As for the total charge: 0. As for the structure (SMILES): ON/C=N/c1cccc2nonc12.

=====

Name the most stable of them. Q.

=====

--- P ---
DFT (ωB97M-V with the def2-TZVPD basis set) results for a gas-phase ion, C7H12N5 (charge +1).

The geometry in XYZ format:
```
24
Properties=species:S:1:pos:R:3
N -1.088 3.040 1.844
C -1.605 1.912 1.096
C -0.499 1.424 0.220
C 0.358 2.220 -0.539
N 1.225 1.444 -1.161
N 0.968 0.224 -0.834
N -0.083 0.153 0.013
C -0.637 -1.003 0.572
C -0.360 -2.279 0.311
C 0.594 -2.894 -0.663
N 1.112 -2.044 -1.706
C 1.817 -0.899 -1.319
H -1.829 3.641 2.179
H -0.527 2.747 2.635
H -2.410 2.271 0.443
H -2.021 1.100 1.716
H 0.353 3.283 -0.643
H -1.380 -0.761 1.318
H -0.909 -3.003 0.897
H 1.441 -3.297 -0.089
H 0.107 -3.752 -1.132
H 0.486 -1.919 -2.490
H 2.370 -0.459 -2.155
H 2.518 -1.148 -0.514
```

For the gap between HOMO and LUMO, the calculation gives 9.4 eV. Its molar mass is 166.2 g/mol. As for the total charge: +1. As for the structure (SMILES): NCc1cnn2[n+]1C=CCNC2.

=====

--- Q ---
DFT (ωB97M-V with the def2-TZVPD basis set) results for a gas-phase ion, C7H12N5 (charge +1).

The geometry in XYZ format:
```
24
Properties=species:S:1:pos:R:3
H 2.246 -3.088 -0.382
N 1.481 -2.415 -0.745
N 1.980 -1.285 -0.781
C 1.030 -0.255 -1.050
N 1.793 1.115 -0.608
C 2.606 1.323 0.399
N 3.117 2.445 0.757
C -0.230 -0.263 -0.192
C -0.569 0.398 0.981
C -1.980 0.126 1.262
C -2.373 -0.589 0.172
C -3.685 -1.143 -0.130
N -1.364 -0.769 -0.701
H 0.808 -0.093 -2.042
H 1.571 1.991 -1.160
H 2.704 0.516 1.118
H 3.624 2.538 1.545
H 3.243 3.199 0.152
H 0.030 1.082 1.557
H -2.431 0.188 2.241
H -4.404 -0.430 0.066
H -3.797 -1.285 -1.283
H -4.017 -2.055 0.366
H -1.384 -1.251 -1.540
```

For the gap between HOMO and LUMO, the calculation gives 8.2 eV. Its molar mass is 166.2 g/mol. As for the total charge: +1. As for the structure (SMILES): [H]/N=N/[C@H](/[NH+]=C/N)c1ccc(C)[nH]1.

=====

Name the most stable of them. P.

=====

--- P ---
DFT (ωB97M-V with the def2-TZVPD basis set) results for a single C9H12N4 molecule.

The geometry in XYZ format:
```
25
Properties=species:S:1:pos:R:3
C 2.642 -1.695 -0.197
C 3.739 0.304 -0.591
C 1.607 -1.256 0.547
C 2.402 1.465 1.075
C -0.382 -0.026 0.919
C -0.429 0.541 -0.446
C -1.604 -0.827 1.194
C -0.797 -0.498 -1.547
C -0.255 1.839 -0.748
N 3.612 -0.950 -0.786
N 3.097 1.238 0.120
N 0.781 -0.816 1.255
N 1.595 1.925 1.883
H 2.481 -2.701 -0.589
H 4.474 0.728 -1.256
H -0.246 0.765 1.710
H -1.731 -1.824 0.613
H -2.437 -0.160 1.025
H -1.644 -0.993 2.255
H -1.692 -0.989 -1.349
H -0.054 -1.231 -1.702
H -0.900 -0.057 -2.453
H 1.884 2.746 2.273
H 0.062 2.400 0.214
H -0.055 2.238 -1.725
```

For the gap between HOMO and LUMO, the calculation gives 8.5 eV. Its molar mass is 176.2 g/mol. As for the total charge: 0.

=====

--- Q ---
DFT (ωB97M-V with the def2-TZVPD basis set) results for a single C9H12N4 molecule.

The geometry in XYZ format:
```
25
Properties=species:S:1:pos:R:3
C 3.703 -0.727 -0.541
C 3.426 0.808 1.223
C 2.477 -0.959 -0.877
C 0.993 0.750 0.769
C -1.489 -0.946 0.703
C -1.315 0.442 0.014
C -2.557 -1.420 1.273
C -1.440 0.133 -1.530
C -2.282 1.504 0.472
N 4.122 0.055 0.514
N 2.084 0.991 1.258
N 1.487 -1.440 -1.360
N -0.021 0.904 0.163
H 4.404 -1.007 -1.318
H 4.031 1.392 1.931
H -0.642 -1.600 0.498
H -3.493 -0.932 1.283
H -2.618 -2.520 1.610
H 0.957 -0.912 -2.110
H -0.827 0.847 -2.033
H -2.449 0.182 -1.818
H -1.111 -0.824 -1.709
H -1.889 2.448 -0.092
H -2.297 1.484 1.599
H -3.256 1.349 0.078
```

For the gap between HOMO and LUMO, the calculation gives 8.7 eV. Its molar mass is 176.2 g/mol. As for the total charge: 0.

=====

Name the most stable of them. Q.

=====

--- P ---
DFT (ωB97M-V with the def2-TZVPD basis set) results for a single C6H6N2S3 molecule.

The geometry in XYZ format:
```
17
Properties=species:S:1:pos:R:3
C -0.858 -0.094 -0.781
C 0.457 -0.578 -0.418
C -1.439 0.943 0.084
C -1.162 0.942 1.416
C 0.916 -0.440 0.987
C -0.195 -0.027 1.977
N 1.248 -1.209 -1.160
N 1.208 -1.395 -2.444
S 1.473 1.394 -3.103
S 1.549 -0.444 -3.599
S -1.761 -0.713 -1.959
H -2.315 1.508 -0.413
H -1.621 1.713 2.032
H 1.439 -1.359 1.237
H 1.680 0.273 0.916
H 0.025 0.381 3.060
H -0.644 -0.895 2.170
```

For the gap between HOMO and LUMO, the calculation gives 7.0 eV. Its molar mass is 202.3 g/mol. As for the total charge: 0.

=====

--- Q ---
DFT (ωB97M-V with the def2-TZVPD basis set) results for a single C6H6N2S3 molecule.

The geometry in XYZ format:
```
17
Properties=species:S:1:pos:R:3
C -0.573 -0.832 0.576
C -0.728 0.162 -0.267
C 0.437 -1.836 0.218
C 1.211 -1.592 -0.819
C -0.189 0.554 -1.582
C 1.185 -0.247 -1.543
N -1.980 1.648 1.496
N -1.226 1.116 2.343
S -2.017 3.246 1.250
S -0.484 1.750 3.734
S -1.249 -0.632 2.272
H 0.617 -2.687 0.808
H 1.979 -2.310 -0.926
H -0.848 0.242 -2.462
H 0.258 1.642 -1.683
H 1.969 0.204 -0.870
H 1.639 -0.427 -2.545
```

For the gap between HOMO and LUMO (spin up / spin down), the calculation gives 5.8 / 7.7 eV. Its molar mass is 202.3 g/mol. As for the total charge: 0.

=====

Name the most stable of them. P.